Record 1
The following is a DFT calculation (the ωB97M-V functional and the def2-TZVPD basis) of a structure of composition C11H20CoI2N3O at a distorted geometry.

- 2S+1 = 5
- E_tot (hartree) = -2648.72695
- energy above the lowest of the compared OMol25 structures with the same formula, charge and spin (kJ/mol) = 0.0
- charge = -2
- LUMO (spin up / spin down) (eV) = 3.080 / 4.348

```
38
Properties=species:S:1:pos:R:3:lowdin_spin:R:1
C -2.1263 -0.9466 -0.1421 0.00
I -3.0510 0.5343 1.9911 0.01
H -2.4445 -1.5774 -0.9857 0.00
H -2.0900 0.1271 -0.4761 0.00
H -2.7089 -1.1953 0.7267 0.00
C -0.1517 2.1212 -3.2536 0.02
C 0.3931 0.4278 -1.8721 0.05
N 0.2789 1.7788 -1.9833 0.01
H -0.6309 0.7962 -4.9287 0.00
I 3.6156 -0.2655 -0.7280 0.93
N 0.0352 -0.0546 -3.0897 0.01
H -0.3057 3.1301 -3.5276 0.00
Co 1.2686 -0.3640 -0.3634 2.54
C -0.7896 -1.3958 0.3690 0.02
O -0.3505 -2.5642 0.2832 0.06
C -0.3058 0.9815 -3.9183 0.02
C -0.0739 -1.4516 -3.4596 0.02
H 0.0463 -1.5116 -4.5475 0.01
H -1.0734 -1.8502 -3.2073 0.00
H 0.6884 -2.0790 -2.9667 0.00
C 0.5220 2.7101 -0.9132 0.01
H 0.3276 3.7103 -1.2878 0.00
H 1.5519 2.6589 -0.5353 0.01
H -0.1529 2.5219 -0.0625 0.00
C 1.4626 -1.3939 2.2642 0.03
C 0.3260 -0.4162 2.3947 0.02
C -0.5938 -0.9064 3.4755 0.00
C 0.8109 0.9476 2.7877 0.01
N -0.1042 -0.3361 0.9975 0.18
H 1.7860 -1.6142 3.2745 0.00
H 2.2624 -0.9299 1.6686 0.01
H 1.0945 -2.3035 1.7775 0.00
H 0.0554 -1.2435 4.3075 0.00
H -1.2279 -0.1495 3.9698 0.00
H -1.2177 -1.7637 3.2124 0.00
H 1.5156 1.3831 2.0660 0.00
H 0.0095 1.6748 2.9652 0.00
H 1.3479 0.8092 3.7173 0.00
```

---

Record 2
The following is a DFT calculation (the ωB97M-V functional and the def2-TZVPD basis) of a structure of composition C28H49BrClN3O14P2 at a distorted geometry.

- E_tot (hartree) = -6030.87005
- energy above the lowest of the compared OMol25 structures with the same formula, charge and spin (kJ/mol) = 177.2
- charge = 0
- LUMO (eV) = 0.391

```
98
Properties=species:S:1:pos:R:3:lowdin_charge:R:1
C -1.0984 2.8187 -4.3994 -0.10
C 0.2287 2.3153 -5.0400 -0.23
C 1.0294 1.3480 -4.1151 -0.21
C 2.2192 2.0874 -3.4678 -0.19
C 1.7311 3.1013 -2.3711 -0.19
C 2.1967 2.7075 -0.9481 -0.20
C 1.1689 3.2139 0.1227 -0.23
C 1.0047 2.1891 1.2796 -0.21
C -0.2413 1.2956 1.1697 -0.61
Br -0.7502 0.9131 -0.6913 1.05
C -1.6225 1.8812 1.7986 -0.71
Cl -2.7012 2.3357 0.3890 0.61
P -1.5885 3.5290 2.6848 0.72
N -1.3358 4.6812 1.6304 -0.32
C -2.3851 0.6630 2.3587 -0.53
O -3.5154 0.6153 2.7685 0.09
N -1.4837 -0.4365 2.2542 0.11
C -0.0886 0.0048 2.0795 -0.41
C 0.9458 -0.8937 1.3414 -0.09
C 0.4922 -2.3244 1.0190 -0.41
O -0.6225 -2.6608 0.7268 0.13
N 1.5382 -3.3512 1.0310 -0.18
C 1.8753 -3.7233 2.3982 -0.10
C 2.7309 -2.8440 0.3252 -0.08
P 0.4991 0.2505 3.8134 0.51
O 1.8782 0.7138 3.9294 -0.24
O 0.2828 -1.1992 4.5352 -0.11
O -0.4579 1.2719 4.5960 -0.12
H -1.0081 3.8585 -4.0661 0.07
H -1.9266 2.7808 -5.1199 0.06
H -1.3938 2.1995 -3.5453 0.04
H 0.8313 3.1852 -5.3205 0.10
H -0.0504 1.7411 -5.9327 0.09
H 1.4073 0.4789 -4.6678 0.10
H 0.3381 0.9649 -3.3544 0.06
H 2.6726 2.7080 -4.2538 0.10
H 2.9651 1.4116 -3.0248 0.08
H 2.0811 4.1122 -2.6057 0.11
H 0.6376 3.0496 -2.3600 0.07
H 3.1573 3.1799 -0.7097 0.11
H 2.2848 1.6209 -0.8483 0.07
H 1.6283 4.1051 0.5749 0.11
H 0.2255 3.5404 -0.3165 0.07
H 0.9979 2.7576 2.2199 0.09
H 1.9309 1.6035 1.3052 0.11
H -0.5759 3.5588 3.6609 0.01
H -2.8684 3.7373 3.2393 0.02
H -0.4824 5.1702 1.8892 -0.04
H -1.7103 -0.9419 3.1095 0.11
H 1.8208 -0.9877 2.0028 0.10
H 1.3344 -0.4508 0.4193 0.09
H 2.6701 -4.4794 2.3331 0.09
H 1.0437 -4.2235 2.9089 0.09
H 2.2881 -2.9017 3.0141 0.09
H 3.3210 -3.6565 -0.1055 0.09
H 3.3215 -2.2210 1.0218 0.09
H 2.4525 -2.1701 -0.4916 0.07
H 0.0193 -1.8568 3.8761 0.06
H -1.1694 0.8307 5.0935 0.06
C -6.1689 -0.2001 -4.6514 -0.02
C -4.6582 -0.2967 -4.5928 -0.32
C -4.1335 -1.6929 -4.3698 -0.09
O -2.8913 -1.4447 -3.7002 0.08
C -3.0118 -0.2596 -3.0638 -0.53
O -2.2360 0.1528 -2.2552 -0.12
O -4.1265 0.3958 -3.4520 0.10
H -6.4705 0.6775 -5.2229 0.08
H -6.6043 -1.0742 -5.1369 0.09
H -6.5948 -0.0918 -3.6542 0.09
H -4.2167 0.1484 -5.4884 0.16
H -3.9680 -2.2322 -5.2998 0.14
H -4.7679 -2.2950 -3.7145 0.14
C 6.5294 -2.6897 -4.2967 -0.02
C 6.0674 -1.3810 -3.6891 -0.33
C 6.7894 -0.9968 -2.4215 -0.10
O 5.8041 -0.2175 -1.7351 0.07
C 4.5881 -0.6422 -2.1596 -0.55
O 3.5566 -0.3419 -1.6530 0.14
O 4.7072 -1.4595 -3.2353 0.09
H 6.3231 -2.7044 -5.3668 0.08
H 7.6031 -2.8309 -4.1672 0.09
H 5.9992 -3.5352 -3.8590 0.09
H 6.1260 -0.5794 -4.4300 0.16
H 7.6827 -0.4058 -2.6113 0.14
H 7.0529 -1.8542 -1.7965 0.14
C -4.7655 -3.1063 7.2581 -0.02
C -4.2204 -2.0833 6.2832 -0.31
C -2.7306 -2.1783 6.0570 -0.09
O -2.3927 -0.8264 5.7238 0.01
C -3.3190 -0.0214 6.3122 -0.55
O -3.2092 1.1577 6.3910 0.18
O -4.3544 -0.7436 6.7910 0.10
H -5.8217 -3.2897 7.0626 0.08
H -4.2441 -4.0598 7.1668 0.09
H -4.6891 -2.7505 8.2852 0.09
H -4.7634 -2.1360 5.3364 0.16
H -2.4739 -2.8526 5.2422 0.14
H -2.1708 -2.4674 6.9495 0.15
```